Molecular formula: C30H62N7O8P2S3Si
Method: DFT, ωB97M-V/def2-TZVPD

Atoms and positions in Å:
C  2.100  3.672  2.071
C  0.646  3.814  2.342
O  0.123  4.796  2.719
O  -0.135  2.710  2.072
C  0.037  1.599  2.903
C  -0.188  0.327  2.090
N  0.626  0.394  0.911
C  1.825  0.157  0.959
S  3.328  -0.127  1.036
O  0.180  -0.705  2.978
C  -0.432  -1.948  2.889
S  0.267  -3.086  1.639
P  0.000  -2.753  4.538
O  1.417  -3.128  4.644
N  -1.908  -1.801  2.883
C  -2.676  -2.924  2.295
C  -2.337  -0.554  2.551
N  -3.454  -0.060  3.086
Si  -4.203  1.608  2.559
C  -5.899  1.795  3.301
C  -4.443  1.703  0.719
C  -3.171  3.017  3.198
S  -4.312  -0.900  4.345
C  -4.359  0.317  5.618
O  -3.545  -1.995  4.842
O  -5.606  -1.173  3.818
N  -1.600  0.228  1.656
P  -1.781  -0.282  -0.077
N  -1.737  0.869  -1.099
H  2.554  3.080  2.867
H  2.558  4.652  2.107
H  2.301  3.157  1.137
H  -0.629  1.607  3.767
H  1.056  1.534  3.290
H  0.820  -2.186  0.825
H  -0.365  -1.743  5.444
H  -0.904  -3.824  4.629
H  -3.722  -2.811  2.558
H  -2.586  -2.962  1.216
H  -2.350  -3.855  2.746
H  -6.574  0.978  3.066
H  -6.274  2.681  2.785
H  -5.906  2.025  4.360
H  -5.390  2.206  0.536
H  -4.514  0.725  0.248
H  -3.627  2.266  0.277
H  -3.873  3.780  3.535
H  -2.548  3.445  2.424
H  -2.571  2.754  4.067
H  -5.378  0.666  5.725
H  -4.037  -0.205  6.515
H  -3.661  1.126  5.426
H  -0.777  -1.218  -0.274
H  -2.971  -1.021  0.009
H  -2.614  0.950  -1.599
C  -4.521  -3.500  -5.051
C  -3.171  -3.054  -4.444
C  -2.033  -3.930  -4.967
C  -2.016  -5.339  -4.377
C  -2.042  -5.289  -2.851
C  -3.202  -4.460  -2.300
N  -3.212  -3.109  -2.946
O  -2.320  -2.336  -2.426
C  -4.530  -5.201  -2.514
C  -3.051  -4.289  -0.795
C  -2.946  -1.612  -4.879
H  -5.344  -3.331  -4.358
H  -4.737  -2.920  -5.946
H  -4.531  -4.547  -5.348
H  -1.079  -3.445  -4.740
H  -2.107  -3.976  -6.055
H  -2.855  -5.927  -4.756
H  -1.113  -5.856  -4.706
H  -2.108  -6.298  -2.439
H  -1.097  -4.867  -2.494
H  -5.375  -4.577  -2.219
H  -4.543  -6.098  -1.896
H  -4.690  -5.526  -3.537
H  -2.086  -3.857  -0.528
H  -3.125  -5.265  -0.317
H  -3.847  -3.653  -0.397
H  -3.727  -0.958  -4.488
H  -2.975  -1.568  -5.966
H  -1.982  -1.229  -4.553
C  7.402  1.581  -2.536
C  6.107  2.156  -1.917
C  5.576  3.307  -2.771
C  6.393  4.593  -2.644
C  6.556  4.990  -1.176
C  7.132  3.869  -0.311
N  6.336  2.618  -0.510
O  5.234  2.649  0.161
C  8.616  3.654  -0.647
C  7.083  4.262  1.159
C  5.091  1.028  -1.888
H  8.076  1.205  -1.768
H  7.165  0.743  -3.190
H  7.942  2.306  -3.143
H  4.543  3.522  -2.475
H  5.540  2.979  -3.812
H  7.369  4.478  -3.122
H  5.886  5.395  -3.182
H  7.205  5.864  -1.092
H  5.580  5.285  -0.778
H  9.013  2.791  -0.112
H  9.182  4.531  -0.334
H  8.813  3.519  -1.706
H  6.079  4.530  1.479
H  7.728  5.125  1.315
H  7.441  3.449  1.791
H  5.434  0.211  -1.251
H  4.940  0.634  -2.892
H  4.126  1.372  -1.521

Results
multiplicity: 3
strongest force on any atom: 1.708 eV/Å
E_HOMO (spin up / spin down): -0.3677 / -0.4063 Eh
<S²>: 2.008
LUMO level (spin up / spin down): -3.93 / -3.93 eV
charge: +1

Molecular formula: C9H19N5O3S
Method: DFT, ωB97M-V/def2-TZVPD

Atoms and positions in Å:
H  -6.512  0.506  -0.049
N  -5.472  0.651  -0.184
C  -4.777  -0.401  0.004
N  -5.148  -1.644  0.612
N  -3.437  -0.215  -0.344
C  -2.385  -0.625  0.611
C  -1.279  -1.495  -0.242
C  -0.538  -0.548  -1.233
C  0.366  0.539  -0.560
N  1.121  0.008  0.539
C  2.506  -0.070  0.762
O  2.958  -0.727  1.673
C  3.433  0.631  -0.167
N  3.273  2.042  0.100
C  4.849  0.050  -0.115
S  5.165  -1.713  -0.503
C  -0.294  1.836  -0.061
O  -1.451  2.159  -0.423
O  0.564  2.687  0.573
H  -6.138  -1.818  0.682
H  -4.620  -2.542  0.250
H  -3.329  0.752  -0.572
H  -2.704  -1.363  1.405
H  -1.956  0.247  1.020
H  -1.793  -2.308  -0.820
H  -0.552  -1.941  0.475
H  0.133  -1.112  -1.890
H  -1.322  -0.004  -1.831
H  1.171  0.774  -1.350
H  0.641  -0.564  1.214
H  3.104  0.475  -1.198
H  3.688  2.231  0.985
H  3.667  2.644  -0.678
H  5.598  0.575  -0.785
H  5.272  0.138  0.913
H  4.679  -2.159  0.666
H  1.517  2.305  0.521

Results
multiplicity: 1
strongest force on any atom: 4.177 eV/Å
E_HOMO: -0.3189 Eh
LUMO level: 0.27 eV
energy relative to the best compared isomer or geometry (same formula, charge and spin): 123.56 kJ/mol
SMILES: [H]/N=C(\N)NCCC[C@H](NC(=O)[C@@H](N)CS)C(=O)O

Molecular formula: C6H6P4
Method: DFT, ωB97M-V/def2-TZVPD

Atoms and positions in Å:
C  2.741  -0.228  0.864
C  1.962  0.838  0.826
P  0.807  1.062  -0.619
P  -0.982  1.054  0.589
C  -2.106  0.862  -0.752
C  -2.742  -0.304  -0.732
P  -2.284  -1.574  0.345
C  -1.053  -0.574  1.184
C  1.237  -0.949  -1.236
P  2.477  -1.519  -0.275
H  3.499  -0.520  1.583
H  1.700  1.660  1.469
H  -2.255  1.661  -1.450
H  -3.467  -0.439  -1.476
H  -0.482  -1.013  2.064
H  0.658  -1.361  -2.159

Results
multiplicity: 1
strongest force on any atom: 3.723 eV/Å
E_HOMO: -0.3127 Eh
LUMO level: -0.89 eV
energy relative to the best compared isomer or geometry (same formula, charge and spin): 331.26 kJ/mol
SMILES: C1=CP(#P2C=CP=C2)C=P1

Molecular formula: C2H4N2O3S
Method: DFT, ωB97M-V/def2-TZVPD

Atoms and positions in Å:
C  1.190  0.684  0.011
C  -1.333  0.732  -0.163
H  3.069  -1.821  0.652
H  3.332  0.350  -0.064
H  -0.949  1.781  0.099
H  -3.962  -0.880  0.201
N  2.448  -0.053  0.299
N  -2.628  0.522  0.208
O  2.171  -1.397  -0.071
O  1.121  1.869  -0.039
O  -2.973  -0.868  0.102
S  -0.121  -0.503  -0.216

Results
multiplicity: 1
strongest force on any atom: 7.553 eV/Å
E_HOMO: -0.3335 Eh
LUMO level: -0.07 eV
energy relative to the best compared isomer or geometry (same formula, charge and spin): 511.92 kJ/mol

Molecular formula: C4H6O2
Method: DFT, ωB97M-V/def2-TZVPD

Atoms and positions in Å:
O  1.559  1.232  -0.604
C  0.984  1.207  0.469
C  0.093  0.089  0.944
C  -0.172  -0.954  -0.107
C  -1.000  -0.351  -1.215
O  -1.811  0.527  -1.295
H  1.170  2.009  1.210
H  -0.838  0.528  1.323
H  0.593  -0.386  1.798
H  0.761  -1.325  -0.550
H  -0.726  -1.817  0.283
H  -0.613  -0.761  -2.254

Results
multiplicity: 1
strongest force on any atom: 4.305 eV/Å
E_HOMO: -0.3585 Eh
LUMO level: 0.86 eV
energy relative to the best compared isomer or geometry (same formula, charge and spin): 123.27 kJ/mol
SMILES: O=CCCC=O

Molecular formula: C14H9F5O9P2Pt
Method: DFT, ωB97M-V/def2-TZVPD

Atoms and positions in Å:
Pt  0.588  0.037  -1.218
O  4.585  2.260  -1.137
P  3.487  1.281  -0.440
O  4.138  0.514  0.644
O  2.774  0.625  -1.595
O  2.451  2.323  0.248
P  1.178  3.165  -0.295
O  0.471  3.487  1.128
O  1.556  4.449  -0.912
O  0.272  2.205  -1.054
H  5.223  2.501  -0.457
H  0.232  2.663  1.572
C  -3.653  1.188  -0.801
C  -2.402  0.501  -0.284
O  -1.777  -0.201  -1.073
C  -2.024  0.669  1.125
C  -3.006  1.140  2.017
C  -2.805  1.259  3.371
C  -1.540  0.903  3.877
C  -0.547  0.465  3.051
C  -0.716  0.337  1.625
O  0.314  0.006  0.958
H  -3.644  1.112  -1.885
H  -3.681  2.235  -0.502
H  -4.551  0.698  -0.417
H  -3.974  1.410  1.616
H  -3.590  1.618  4.023
H  -1.346  0.990  4.941
H  0.435  0.209  3.430
F  2.045  -1.558  -3.605
C  1.531  -2.436  -2.719
C  0.822  -1.989  -1.617
C  0.305  -2.997  -0.821
F  -0.442  -2.715  0.264
C  0.494  -4.347  -1.071
F  -0.027  -5.290  -0.257
C  1.223  -4.739  -2.176
F  1.415  -6.050  -2.438
C  1.746  -3.773  -3.012
F  2.442  -4.154  -4.104

Results
multiplicity: 3
strongest force on any atom: 0.392 eV/Å
E_HOMO (spin up / spin down): -0.0549 / -0.0914 Eh
<S²>: 2.006
LUMO level (spin up / spin down): 4.72 / 4.68 eV
charge: -2
energy relative to the best compared isomer or geometry (same formula, charge and spin): 13.67 kJ/mol